Entry 1:
{"formula": "C20H14AuBr4N2O7S", "method": "ωB97M-V/def2-TZVPD", "gap_ev": [5.73, 5.26], "mol_weight_da": 942.99, "total_charge": -2, "homo_ev": [-2.212, -2.214], "fmax_ha_per_bohr": 0.008, "de_lowest_kj_mol": 45.2, "multiplicity": 2, "symbols": ["Au", "Br", "Br", "Br", "Br", "S", "O", "O", "O", "O", "O", "O", "O", "N", "N", "C", "C", "C", "C", "C", "C", "C", "C", "C", "C", "C", "C", "C", "C", "C", "C", "C", "C", "C", "C", "H", "H", "H", "H", "H", "H", "H", "H", "H", "H", "H", "H", "H", "H"], "positions_angstrom": [[-1.026167, 0.128789, 1.061111], [0.367516, 5.219624, -1.954597], [3.722450, 0.176776, 0.596684], [3.573516, 4.808202, -2.777833], [5.279000, 2.326262, -1.430748], [-3.777481, -0.759424, -0.213690], [-1.625282, -0.780524, 3.642161], [-4.929682, 0.127480, -0.211283], [0.558882, -2.991837, 0.420502], [-0.471163, 3.156878, 0.036169], [-4.080332, -2.133065, -0.586695], [0.893649, 0.863042, 0.856607], [-3.506525, -1.587754, 4.565577], [1.299435, -2.784429, 1.434801], [-2.906236, -0.663918, 1.110301], [2.607331, -3.158144, 1.414711], [-0.788374, -0.476501, -2.902082], [-1.720760, 1.715551, -2.660105], [-1.727941, -0.981653, -2.017123], [0.288687, 1.436681, -4.148619], [0.686237, 2.938372, -0.330041], [2.717849, 3.629351, -1.570402], [1.439050, 1.747490, 0.160832], [-2.796237, -1.243076, 3.600834], [0.802895, -2.182085, 2.545968], [-0.764113, 0.877877, -3.226124], [1.401645, 3.813267, -1.245642], [-2.664256, 1.221848, -1.772467], [2.830516, 1.649441, -0.166553], [3.441476, -2.924362, 2.484879], [-3.432539, -1.487117, 2.212359], [3.450593, 2.542823, -1.005582], [1.617562, -1.922783, 3.627033], [2.953981, -2.289897, 3.618591], [-2.654398, -0.124013, -1.443823], [-0.243858, -1.889858, 2.533573], [-3.283940, -2.552321, 1.992457], [1.155910, -1.419080, 4.465549], [2.906424, -3.624251, 0.488823], [-1.724610, -2.023977, -1.726460], [4.475419, -3.235968, 2.408651], [-0.160744, 1.964719, -4.993020], [-3.386396, 1.873783, -1.299785], [-0.043209, -1.140265, -3.327284], [-4.507518, -1.331685, 2.320265], [0.928573, 2.150847, -3.625087], [-1.700699, 2.777026, -2.882424], [3.598309, -2.082032, 4.462310], [0.925534, 0.643875, -4.543264]], "atomic_forces_ev_per_a": [[-0.3, 0.3, 0.1], [0.0, 0.0, 0.0], [0.0, 0.0, 0.0], [0.0, 0.0, 0.0], [0.0, 0.0, 0.0], [0.0, 0.0, -0.1], [0.0, -0.1, -0.1], [0.0, 0.0, 0.0], [0.0, -0.2, -0.1], [0.4, -0.1, -0.1], [0.0, 0.0, 0.0], [0.3, 0.0, 0.1], [0.0, -0.1, 0.0], [0.0, 0.1, 0.1], [-0.1, -0.2, 0.1], [0.0, 0.0, 0.0], [0.0, 0.0, 0.0], [0.0, 0.0, 0.0], [0.0, 0.0, 0.0], [0.0, 0.0, 0.0], [-0.2, 0.0, 0.1], [0.0, -0.1, 0.0], [-0.2, 0.1, -0.1], [0.1, 0.1, 0.1], [0.0, 0.0, 0.0], [0.0, 0.0, 0.0], [0.0, -0.1, 0.0], [0.0, 0.0, 0.0], [0.0, 0.0, 0.0], [0.0, 0.0, 0.0], [0.0, 0.0, -0.1], [0.0, 0.0, 0.0], [0.0, 0.0, 0.0], [0.0, 0.0, 0.0], [0.0, 0.0, 0.0], [0.1, -0.1, 0.0], [0.0, 0.0, 0.0], [0.0, 0.0, 0.0], [0.0, 0.0, 0.0], [0.0, 0.0, 0.0], [0.0, 0.0, 0.0], [0.0, 0.0, 0.0], [0.0, 0.0, 0.0], [0.0, 0.0, 0.0], [0.0, 0.0, 0.0], [0.0, 0.0, 0.0], [0.0, 0.0, 0.0], [0.0, 0.0, 0.0], [0.0, 0.0, 0.0]]}

Entry 2:
{"formula": "C20H14Br2IN3PdS", "method": "ωB97M-V/def2-TZVPD", "gap_ev": [4.59, 4.61], "mol_weight_da": 721.55, "total_charge": 2, "homo_ev": [-14.145, -14.146], "fmax_ha_per_bohr": 0.071, "de_lowest_kj_mol": 70.2, "symbols": ["I", "Pd", "Br", "Br", "S", "N", "N", "N", "C", "C", "C", "C", "C", "C", "C", "C", "C", "C", "C", "C", "C", "C", "C", "C", "C", "C", "C", "C", "H", "H", "H", "H", "H", "H", "H", "H", "H", "H", "H", "H", "H", "H"], "positions_angstrom": [[2.609900, -2.004000, -0.011200], [0.246900, -0.129700, -0.063100], [-3.912700, -5.394400, 1.031200], [-0.613500, -0.811100, 6.699000], [-0.994600, 1.394100, -4.128100], [-1.138900, -1.742700, 0.227600], [-1.202400, 1.763300, -0.160600], [-0.033800, -0.226200, 2.098500], [0.032000, 0.045400, -4.375900], [-1.669900, -2.427700, -0.783400], [0.552300, -0.470200, -3.209300], [0.541000, 0.597900, 2.975800], [-1.414300, 2.102600, -1.450400], [-0.797300, -1.283500, 2.546100], [0.117700, 0.225300, -2.073300], [-2.231200, 3.190600, -1.781300], [-2.297700, -3.150800, 1.778900], [-0.760400, 1.271100, -2.416800], [-2.814500, 3.925400, -0.767300], [-0.356300, -0.616400, 4.815800], [-2.811900, -3.867100, 0.729500], [0.411300, 0.470500, 4.337000], [-0.928700, -1.498500, 3.935300], [-2.514600, -3.491900, -0.603100], [-1.769500, 2.459100, 0.808800], [2.327000, 0.105500, -0.168700], [-1.422600, -2.069300, 1.534800], [-2.582900, 3.558600, 0.551100], [0.875400, 1.165700, 5.014300], [1.122600, 1.416200, 2.554300], [-1.486100, -2.345200, 4.300800], [-1.389400, -2.114000, -1.786200], [-3.437000, 4.776200, -1.005000], [-3.027200, 4.104900, 1.365100], [-2.391000, 3.451800, -2.813800], [1.233200, -1.308900, -3.196200], [-2.921800, -4.029600, -1.441100], [-2.545300, -3.414200, 2.794100], [2.699600, 0.604700, 0.725900], [0.202300, -0.314700, -5.375400], [2.750400, 0.474400, -1.097400], [-1.580600, 2.132300, 1.826100]], "atomic_forces_ev_per_a": [[-1.3, 1.7, -0.2], [0.4, 0.4, -0.6], [0.5, 0.8, -0.1], [0.1, 0.0, -1.0], [0.6, -0.6, 0.8], [-0.7, -0.1, 1.2], [1.6, -1.0, -0.8], [-0.4, -1.3, 0.1], [0.0, 0.1, 0.4], [0.0, 0.0, -0.2], [0.2, -0.3, -0.4], [0.2, 0.2, -0.2], [-0.4, 0.5, 0.0], [1.6, 2.2, 1.8], [-1.2, 0.8, 0.3], [0.3, -0.4, 0.4], [1.0, 1.1, 0.6], [0.8, -0.8, 0.0], [0.1, -0.1, 0.0], [0.7, 1.1, 0.9], [-0.5, -0.7, -1.5], [-0.7, -1.0, 0.4], [-0.3, -0.3, -1.4], [-0.3, -0.5, 1.3], [-0.4, 0.4, 0.7], [0.2, 0.2, 0.3], [-1.4, -1.8, -2.8], [0.1, -0.4, -0.1], [0.1, 0.1, 0.1], [-0.1, -0.1, 0.1], [-0.1, 0.0, 0.1], [-0.1, 0.0, 0.2], [0.0, 0.0, 0.0], [0.0, 0.0, 0.2], [0.0, 0.0, -0.2], [0.0, -0.1, -0.1], [-0.1, -0.1, -0.1], [-0.1, -0.1, 0.1], [-0.1, -0.1, -0.1], [0.1, 0.0, -0.1], [-0.2, 0.0, 0.0], [0.0, 0.1, -0.1]]}

Entry 3:
{"formula": "C20H14BrClN6O2RuS2", "method": "ωB97M-V/def2-TZVPD", "gap_ev": [6.41, 6.18], "mol_weight_da": 650.93, "total_charge": -1, "homo_ev": [-5.292, -5.283], "fmax_ha_per_bohr": 0.008, "de_lowest_kj_mol": 6.9, "multiplicity": 2, "symbols": ["Ru", "Br", "Cl", "S", "S", "O", "O", "N", "N", "N", "N", "N", "N", "C", "C", "C", "C", "C", "C", "C", "C", "C", "C", "C", "C", "C", "C", "C", "C", "C", "C", "C", "C", "H", "H", "H", "H", "H", "H", "H", "H", "H", "H", "H", "H", "H", "H"], "positions_angstrom": [[-0.037162, -0.689354, 0.355618], [0.666655, -4.061759, -5.821606], [0.226540, -2.993955, 0.097852], [-0.485929, 1.682936, 0.265085], [-2.096494, -0.817384, 1.283609], [1.679575, -0.331576, -0.679665], [3.321608, -1.255860, -1.867684], [-0.942532, -0.829491, -3.868913], [1.892117, 3.049240, -0.508428], [-2.483911, 0.363706, 3.628191], [-0.251570, -0.032126, 3.090937], [-2.105952, 1.002021, 4.761635], [0.529662, -0.430721, 2.201138], [2.821294, -1.240378, 1.858764], [4.096411, -1.488458, 2.350336], [0.485431, 3.620913, 4.333445], [1.381713, -2.359017, -3.643646], [-1.613084, -0.033789, 2.766774], [1.141480, -1.305030, -2.776170], [-0.753252, 2.178273, 6.338517], [0.956791, 2.445960, -0.198087], [1.884800, -0.640899, 2.683588], [3.488921, -0.506213, 4.457013], [2.216207, -0.257375, 3.983910], [-1.085455, 1.933093, 5.008570], [0.832379, 3.857421, 5.660287], [0.199090, 3.136142, 6.658996], [0.427658, -2.630944, -4.599468], [4.429008, -1.134253, 3.645368], [-0.719190, -1.853744, -4.682197], [-0.467447, 2.675930, 4.000891], [2.153048, -0.958696, -1.710894], [-0.024982, -0.570259, -2.936630], [4.825874, -1.955428, 1.702675], [-2.779712, 0.878457, 5.495950], [-1.233200, 1.604053, 7.123294], [-0.223441, 0.285314, -2.294453], [0.447222, 3.310504, 7.698682], [0.957938, 4.184696, 3.538978], [1.479726, 0.238586, 4.598515], [-1.474690, -2.067773, -5.429143], [-0.725714, 2.521938, 2.962468], [1.583326, 4.595724, 5.907956], [3.750557, -0.206545, 5.463602], [2.289628, -2.937799, -3.545568], [5.419332, -1.346849, 4.028470], [2.566765, -1.505992, 0.847731]], "atomic_forces_ev_per_a": [[-0.3, 0.0, -0.2], [0.0, 0.0, 0.0], [0.1, -0.1, 0.0], [0.1, 0.0, -0.2], [0.1, 0.0, -0.1], [0.3, 0.3, 0.1], [0.0, 0.0, 0.0], [0.0, -0.1, 0.0], [0.0, 0.0, 0.0], [-0.1, 0.1, 0.0], [-0.2, -0.2, 0.1], [0.2, -0.3, 0.1], [0.2, 0.1, 0.2], [0.0, -0.1, 0.0], [0.0, 0.0, 0.0], [0.0, 0.0, 0.0], [0.0, 0.0, 0.0], [0.2, 0.1, 0.2], [0.0, 0.1, -0.1], [0.1, 0.0, 0.1], [-0.1, -0.1, 0.1], [-0.1, 0.1, -0.1], [0.0, 0.0, 0.0], [0.0, 0.1, 0.0], [-0.1, 0.0, -0.1], [0.0, 0.0, 0.0], [-0.1, 0.0, 0.0], [0.0, 0.0, 0.0], [0.0, 0.0, 0.0], [0.0, 0.0, 0.0], [-0.1, 0.0, 0.0], [-0.2, -0.1, 0.0], [-0.1, 0.0, 0.1], [0.0, 0.0, 0.0], [-0.1, 0.2, -0.1], [0.0, 0.0, 0.0], [0.0, 0.0, 0.0], [0.0, 0.0, 0.0], [0.0, 0.0, 0.0], [0.0, 0.0, 0.0], [0.0, 0.0, 0.0], [0.0, 0.0, 0.0], [0.0, 0.0, 0.0], [0.0, 0.0, 0.0], [0.0, 0.0, 0.0], [0.0, 0.0, 0.0], [0.0, -0.1, 0.0]]}

Entry 4:
{"formula": "C20H14BrF3N3O6SSe4Ta", "method": "ωB97M-V/def2-TZVPD", "gap_ev": 5.58, "mol_weight_da": 1058.10, "homo_ev": -7.061, "fmax_ha_per_bohr": 0.054, "de_lowest_kj_mol": 288.5, "symbols": ["Ta", "Br", "Se", "Se", "Se", "Se", "S", "F", "F", "F", "O", "O", "O", "O", "O", "O", "N", "N", "N", "C", "C", "C", "C", "C", "C", "C", "C", "C", "C", "C", "C", "C", "C", "C", "C", "C", "C", "C", "C", "H", "H", "H", "H", "H", "H", "H", "H", "H", "H", "H", "H", "H", "H"], "positions_angstrom": [[-0.376672, -0.405721, -1.298960], [3.761811, 0.994731, 1.064516], [1.928437, -1.091574, -1.966972], [1.857549, 0.825196, -4.998885], [0.259267, 0.091519, -3.653344], [3.681618, -0.186199, -2.970088], [-1.262248, 1.161572, 0.846584], [-4.830407, 0.819685, -1.941208], [-4.662396, -1.085819, -0.926048], [-4.800058, -1.017012, -3.089383], [-2.103870, -1.402012, -2.222556], [-0.062729, -2.097553, -0.225662], [-0.836293, 1.168397, 2.207321], [-2.167822, 0.758995, -2.173343], [-1.794337, -0.168845, 0.344420], [-1.083215, -2.930121, 1.599838], [-0.085691, 1.360432, -0.245429], [1.468949, 2.529160, -1.442465], [1.676580, -0.780227, 1.297362], [1.004786, -1.967527, 3.256970], [-2.537255, 2.336874, 0.641230], [-2.475203, 3.308728, -0.347124], [-4.681532, 4.052503, 0.306791], [0.873928, -1.642075, 1.919684], [-4.308189, -0.403222, -2.012931], [2.046260, -1.387996, 3.966208], [-3.646447, 2.201346, 1.466260], [1.794318, 4.449209, 0.523195], [2.648269, -0.233410, 1.988161], [-3.549893, 4.166006, -0.498461], [-4.711321, 3.066028, 1.290257], [-2.777313, -0.332498, -2.112577], [2.898304, -0.506117, 3.326833], [0.898025, 3.411592, 0.713938], [-5.847854, 4.977328, 0.105304], [0.779786, 2.488503, -0.319132], [-0.206031, -2.294037, 1.087496], [2.517576, 4.522334, -0.657879], [2.329147, 3.529366, -1.606329], [1.938557, 5.184956, 1.303561], [-3.515639, 4.927078, -1.268113], [0.345943, 3.306781, 1.636854], [2.195563, -1.621079, 5.012284], [-6.193490, 4.939452, -0.928324], [-5.563340, 6.009357, 0.316412], [-3.675522, 1.434127, 2.229101], [-5.582404, 2.971354, 1.925959], [0.302040, -2.652242, 3.708276], [-1.615186, 3.386662, -0.997247], [2.886927, 3.521185, -2.535346], [-6.680890, 4.714056, 0.754321], [3.731889, -0.044577, 3.834735], [3.220046, 5.323804, -0.837379]], "atomic_forces_ev_per_a": [[0.2, -0.9, -0.4], [0.0, 0.0, 0.0], [1.9, -1.5, 1.3], [0.5, 0.0, 0.6], [-2.0, 0.6, -1.9], [-0.4, 0.4, -0.2], [0.1, -0.2, 0.1], [0.0, 0.0, 0.0], [0.0, 0.0, 0.0], [0.0, 0.0, 0.0], [-0.1, 0.0, 1.2], [-0.4, 1.0, -0.7], [-0.1, 0.0, 0.1], [-0.4, -0.1, 0.9], [0.8, 1.0, 0.3], [0.0, -0.2, -0.2], [-0.9, -0.3, 0.3], [0.0, 0.1, 0.0], [0.0, 0.1, 0.0], [0.0, 0.0, 0.0], [0.0, 0.0, -0.3], [0.0, 0.0, 0.0], [0.0, 0.0, 0.0], [0.1, -0.1, -0.1], [0.0, 0.0, 0.0], [0.0, 0.0, 0.0], [0.0, 0.1, 0.1], [0.0, 0.0, 0.0], [-0.1, 0.0, 0.0], [0.0, 0.0, 0.0], [0.0, 0.0, 0.0], [0.5, 0.0, -1.5], [0.0, 0.0, 0.0], [0.1, 0.0, 0.0], [0.0, 0.0, 0.0], [0.1, -0.3, 0.0], [0.0, 0.1, 0.2], [0.0, 0.0, 0.0], [0.0, 0.0, 0.0], [0.0, 0.0, 0.0], [0.0, 0.0, 0.0], [0.0, 0.0, 0.0], [0.0, 0.0, 0.0], [0.0, 0.0, 0.0], [0.0, 0.0, 0.0], [0.0, 0.0, 0.0], [0.0, 0.0, 0.0], [0.0, 0.0, 0.0], [0.0, 0.0, 0.0], [0.0, 0.0, 0.0], [0.0, 0.0, 0.0], [0.0, 0.0, 0.0], [0.0, 0.0, 0.0]]}